Entry 1:
Here is a 3-piece molecular cluster, C27H52FINO14P3 overall in a non-equilibrium geometry from the OMol25 dataset. Energies are from ωB97M-V/def2-TZVPD.

Results
Gap between HOMO and LUMO: 7.41 eV
Energy: -3589.4949 a.u.
Largest force on an atom: 7.81 eV/A
HOMO: -0.3168 Ha
Structure (SMILES): C#CC[C@](CC=O)(O[C@](O)(I)CCC)[C@](C)(O[C@](CCC)(OC#N)[C@@H](F)CC)P(C)O.COP(=O)(OC)OC.COP(=O)(OC)OC

Cartesian coordinates (Å):
C1 0.68054 -2.89274 0.77633
C2 0.43111 -1.93694 0.09495
C3 0.15705 -0.69193 -0.68529
C4 -1.20654 -0.02129 -0.39118
C5 -2.24089 -1.21591 -0.33808
C6 -3.70538 -0.79206 -0.53269
O1 -4.55693 -1.62116 -0.34438
O2 -1.72744 0.87243 -1.37938
C7 -1.40799 0.81231 -2.70930
O3 -2.23131 1.77659 -3.33515
I1 -2.02714 -1.00965 -3.84910
C8 0.03712 1.16538 -3.19915
C9 0.12367 2.22396 -4.32879
C10 -0.30709 1.69232 -5.73045
C11 -1.25177 0.82420 0.96858
C12 -1.42706 -0.12675 2.21085
O4 -2.45446 1.58508 0.90907
C13 -2.57434 2.93968 1.17375
C14 -4.07747 3.20110 0.76522
C15 -4.57259 4.65930 0.90999
C16 -5.62239 4.88628 2.06650
O5 -1.75412 3.87780 0.44634
C17 -2.01587 3.98087 -0.83590
N1 -2.39927 4.48150 -1.80780
C18 -2.53008 3.40945 2.68054
F1 -1.89859 2.51667 3.54379
C19 -1.82482 4.78821 2.93054
C20 -0.28162 4.71869 3.02863
P1 0.35313 1.71684 1.42618
C21 1.13595 2.58286 -0.01380
O6 1.48785 0.52951 1.80055
H1 1.13439 -3.56107 1.48548
H2 1.04640 -0.05608 -0.58931
H3 0.15566 -1.03398 -1.73862
H4 -2.17509 -1.82895 0.56572
H5 -2.02141 -1.93920 -1.14406
H6 -4.04050 0.23333 -0.79173
H7 -3.13098 1.43227 -3.24623
H8 0.46508 0.24439 -3.62970
H9 0.73724 1.46430 -2.40803
H10 -0.33765 3.18829 -4.08276
H11 1.20618 2.43307 -4.44297
H12 -0.13881 0.60084 -5.75622
H13 0.28897 2.12580 -6.54341
H14 -1.38450 1.82430 -5.90341
H15 -1.03190 -1.13536 2.04379
H16 -2.49421 -0.17017 2.47117
H17 -0.88899 0.26703 3.09176
H18 -4.30290 2.73164 -0.20633
H19 -4.64333 2.59331 1.49511
H20 -3.78431 5.42352 0.91575
H21 -5.14606 4.87726 -0.00959
H22 -5.13451 5.56308 2.79038
H23 -5.87934 3.94668 2.57359
H24 -6.50919 5.39035 1.66369
H25 -3.54018 3.54157 3.09434
H26 -2.16217 5.07733 3.94464
H27 -2.16686 5.58362 2.26053
H28 0.21358 4.54635 2.06827
H29 0.03566 4.02408 3.81489
H30 0.04112 5.72018 3.37520
H31 0.44670 2.87803 -0.81280
H32 1.63951 3.47863 0.38584
H33 1.94818 1.95934 -0.43444
H34 1.28442 0.19165 2.68150
C22 -2.29053 -5.29280 -0.62339
O7 -1.30083 -5.75135 -1.54955
P2 -0.77420 -7.33021 -1.39308
O8 -0.42203 -7.32012 0.06759
O9 0.51193 -7.05172 -2.33622
C23 1.27557 -5.86237 -2.16500
O10 -0.61165 -8.98537 -1.65887
C24 -1.75741 -9.65113 -2.21790
H35 -2.73011 -4.38108 -1.02801
H36 -3.07330 -6.03561 -0.48336
H37 -1.81880 -5.05656 0.32926
H38 1.29602 -5.53630 -1.12507
H39 0.87027 -5.07219 -2.79669
H40 2.29625 -6.06827 -2.48633
H41 -2.00300 -9.24242 -3.20114
H42 -2.62029 -9.54971 -1.55250
H43 -1.52134 -10.70715 -2.32700
C25 7.48953 2.16761 1.49714
O11 7.55620 0.75959 1.25469
P3 6.52310 -0.21969 2.13755
O12 6.84797 0.27780 3.51752
O13 7.36224 -1.54906 1.75011
C26 8.78479 -1.53280 1.79340
O14 5.19647 -1.17128 2.53844
C27 3.97390 -0.88156 1.82956
H44 7.98162 2.67145 0.66563
H45 6.45776 2.50827 1.56126
H46 8.02236 2.40710 2.41580
H47 9.16153 -0.87538 2.57671
H48 9.17788 -1.22491 0.82498
H49 9.12724 -2.54721 1.99508
H50 4.10761 -1.03470 0.75522
H51 3.66488 0.14534 2.01610
H52 3.19688 -1.55429 2.18467


Entry 2:
Here is C34H35AsN3ORe as an isolated structure from the OMol25 dataset. Energies are from ωB97M-V/def2-TZVPD.

Results
Spin multiplicity: 2
Gap between HOMO and LUMO (alpha / beta): 6.31 / 7.31 eV
Expectation value of S²: 1.009
Charge: +3
Energy: -3869.1662 a.u.
Largest force on an atom: 0.37 eV/A
HOMO (alpha / beta): -0.6250 / -0.6250 Ha

Cartesian coordinates (Å):
Re1 0.14073 -0.00803 -0.10328
C1 1.80897 -0.58205 2.26563
N1 1.98604 0.05505 0.91576
C2 2.54557 1.42016 1.12927
C3 2.90808 -0.80367 0.15150
C4 4.27534 -0.75413 0.28925
C5 5.04746 -1.71244 -0.36385
C6 4.44003 -2.71694 -1.10270
C7 3.06115 -2.76632 -1.23873
C8 2.28492 -1.78198 -0.63324
N2 0.88190 -1.61806 -0.70798
C9 -0.06402 -2.58897 -1.14016
C10 0.08876 -3.52528 -2.15892
C11 -0.95945 -4.38291 -2.44941
C12 -2.15308 -4.31384 -1.74178
C13 -2.32922 -3.35123 -0.75476
C14 -1.29199 -2.48828 -0.47028
N3 -1.39101 -1.42227 0.54782
C15 -2.68586 -0.69325 0.42564
C16 -1.30227 -2.02087 1.91482
H1 2.76124 -0.56117 2.79539
H2 1.06668 -0.01821 2.83138
H3 1.50102 -1.61577 2.14022
H4 3.40146 1.36997 1.80021
H5 2.84135 1.84517 0.17658
H6 1.78591 2.03615 1.59821
H7 4.75773 -0.00682 0.90365
H8 6.12441 -1.68526 -0.26989
H9 5.04501 -3.47425 -1.58171
H10 2.62818 -3.56950 -1.80869
H11 0.97755 -3.56194 -2.76703
H12 -0.84539 -5.10719 -3.24419
H13 -2.95630 -5.00205 -1.96681
H14 -3.26788 -3.29939 -0.21937
H15 -3.52534 -1.33937 0.68097
H16 -2.67418 0.14985 1.11324
H17 -2.81909 -0.34381 -0.59982
H18 -2.18058 -2.64258 2.09137
H19 -0.41579 -2.64524 1.98197
H20 -1.26955 -1.22722 2.65993
O1 0.85812 1.26383 -1.39620
As1 0.12788 2.83757 -1.55455
C17 1.37266 4.12923 -0.95587
C18 0.92107 5.19504 -0.18102
C19 1.81210 6.20724 0.14793
C20 3.12385 6.14855 -0.30224
C21 3.56038 5.08628 -1.08882
C22 2.68271 4.07123 -1.43012
C23 -1.32855 2.65671 -0.31966
C24 -1.02449 2.65206 1.05279
C25 -2.05727 2.58914 1.98438
C26 -3.37685 2.57185 1.55039
C27 -3.67670 2.57349 0.18985
C28 -2.65835 2.60271 -0.74936
C29 -0.39644 3.03922 -3.35581
C30 0.28646 2.31668 -4.33095
C31 -0.00437 2.56228 -5.66362
C32 -0.95443 3.51775 -6.00370
C33 -1.62193 4.23880 -5.02101
C34 -1.34215 4.00987 -3.68341
H21 -0.10571 5.24886 0.16243
H22 1.47911 7.04332 0.74754
H23 3.81244 6.94354 -0.04888
H24 4.58016 5.06104 -1.44809
H25 3.01251 3.25598 -2.06500
H26 -0.00867 2.81685 1.38846
H27 -1.83269 2.62067 3.04263
H28 -4.17968 2.57816 2.27658
H29 -4.70846 2.56950 -0.13658
H30 -2.89484 2.61462 -1.80612
H31 1.02354 1.57112 -4.05892
H32 0.51313 2.01245 -6.43763
H33 -1.17307 3.70727 -7.04597
H34 -2.35362 4.98586 -5.29629
H35 -1.84528 4.59490 -2.92216